[1]
This record from the Open Molecules 2025 dataset describes a structure of composition C13H19BrFeSi in a non-equilibrium geometry. The level of theory is ωB97M-V with the def2-TZVPD basis set.

Output
- lowest unoccupied orbital energy (alpha / beta) (eV) = 5.98 / 5.84
- gap between HOMO and LUMO (alpha / beta) (eV) = 3.638 / 4.902
- DFT total energy (eV) = -126093.4227

Geometry as ORCA input:
```
! RIJCOSX wB97M-V def2-TZVPD def2/J DEFGRID3
* xyz -2 5
C -1.135 -0.747 -1.831
C -1.183 -1.757 -0.819
C -1.908 -1.214 0.312
H -0.782 -2.775 -0.893
C -2.303 0.137 -0.021
C -1.818 0.422 -1.338
H -1.992 1.364 -1.882
H -0.710 -0.877 -2.837
H -2.156 -1.741 1.239
H -2.936 0.788 0.596
Fe -0.044 -0.089 0.142
Br 0.739 -1.693 1.574
C 1.935 1.129 0.395
C 1.100 1.913 -0.488
C 0.945 1.174 -1.706
H 0.704 2.920 -0.279
C 1.683 -0.060 -1.585
C 2.313 -0.080 -0.300
H 2.989 -0.855 0.086
H 2.291 1.428 1.388
H 0.417 1.535 -2.604
H 1.776 -0.848 -2.346
C -2.266 0.516 3.323
Si -0.528 0.865 2.526
C -0.050 2.737 2.448
C 0.804 0.843 3.865
H -3.136 0.920 2.775
H -2.316 0.964 4.333
H -2.473 -0.559 3.460
H -0.219 3.178 3.452
H 1.028 2.845 2.237
H -0.657 3.214 1.664
H 0.510 1.537 4.677
H 0.908 -0.197 4.203
H 1.752 1.227 3.453
*
```

These are the natural (NBO) partial charges, in e, on atoms 1 to 6:
1. C -0.33
2. C -0.37
3. C -0.36
4. H 0.22
5. C -0.34
6. C -0.36

=====

[2]
This record from the Open Molecules 2025 dataset describes a structure of composition C11H21N2O6PtS2. The level of theory is ωB97M-V with the def2-TZVPD basis set.

Output
- lowest unoccupied orbital energy (eV) = -3.08
- gap between HOMO and LUMO (eV) = 9.299
- DFT total energy (eV) = -51924.7675
- energy above the lowest of the compared OMol25 structures with the same formula, charge and spin (kJ/mol) = 45.26

Geometry as ORCA input:
```
! RIJCOSX wB97M-V def2-TZVPD def2/J DEFGRID3
* xyz 1 1
Pt 0.933 0.656 -0.553
O -3.159 3.041 -1.063
C -2.092 2.270 -0.902
O -2.008 1.397 -0.075
C -1.011 2.728 -1.846
O 0.008 1.750 -2.138
C 1.215 2.497 -2.564
C 1.845 3.144 -1.308
O 2.479 4.156 -1.426
O 1.597 2.516 -0.169
H -3.830 2.806 -0.402
H -0.567 3.605 -1.366
H -1.450 3.029 -2.796
H 0.922 3.256 -3.285
H 1.881 1.769 -3.025
C -2.014 -1.563 -0.775
C -0.971 -2.032 -1.768
S 0.690 -1.383 -1.460
O 1.379 -1.241 -2.747
C 1.425 -2.734 -0.532
C 1.608 -3.987 -1.374
H -2.991 -1.939 -1.078
H -2.058 -0.480 -0.726
H -1.810 -1.940 0.229
H -1.175 -1.717 -2.792
H -0.880 -3.116 -1.765
H 0.794 -2.868 0.351
H 2.387 -2.351 -0.197
H 0.669 -4.448 -1.672
H 2.160 -4.720 -0.787
H 2.185 -3.762 -2.269
S 2.113 -0.069 1.241
C 0.963 0.028 2.508
N 1.281 -0.214 3.776
C 0.149 -0.031 4.685
C -0.975 0.407 3.721
N -0.327 0.334 2.407
H 2.204 -0.488 4.064
H 0.376 0.730 5.429
H -0.090 -0.962 5.196
H -1.321 1.420 3.920
H -1.828 -0.268 3.760
H -0.707 0.772 1.576
*
```

These are the natural (NBO) partial charges, in e, on atoms 1 to 6:
1. Pt 0.59
2. O -0.64
3. C 0.80
4. O -0.63
5. C -0.19
6. O -0.54

=====

[3]
This record from the Open Molecules 2025 dataset describes a cluster of 2 separate species, C6H10O in total. The level of theory is ωB97M-V with the def2-TZVPD basis set.

Output
- lowest unoccupied orbital energy (eV) = 0.85
- gap between HOMO and LUMO (eV) = 9.747
- DFT total energy (eV) = -8429.3733
- energy above the lowest of the compared OMol25 structures with the same formula, charge and spin (kJ/mol) = 180.15
- SMILES string = C=CC(=C)C=C.O

Geometry as ORCA input:
```
! RIJCOSX wB97M-V def2-TZVPD def2/J DEFGRID3
* xyz 0 1
C -0.782 -0.745 1.099
C 0.460 -0.269 1.055
C 0.882 1.146 1.070
C 2.078 1.441 1.571
C 0.005 2.185 0.506
C 0.346 3.138 -0.345
H -1.064 -1.751 1.381
H -1.594 -0.036 1.072
H 1.296 -0.942 0.881
H 2.402 2.473 1.571
H 2.708 0.728 2.082
H -1.034 2.037 0.760
H -0.376 3.783 -0.821
H 1.390 3.248 -0.613
O -1.927 -5.556 -3.986
H -2.829 -5.334 -4.260
H -1.962 -5.550 -3.023
*
```

These are the natural (NBO) partial charges, in e, on atoms 1 to 6:
1. C -0.38
2. C -0.19
3. C -0.08
4. C -0.36
5. C -0.20
6. C -0.37

=====

[4]
This record from the Open Molecules 2025 dataset describes a structure of composition C3H9NOS in a non-equilibrium geometry. The level of theory is ωB97M-V with the def2-TZVPD basis set.

Output
- lowest unoccupied orbital energy (alpha / beta) (eV) = -0.36 / -0.32
- gap between HOMO and LUMO (alpha / beta) (eV) = 8.462 / 8.401
- DFT total energy (eV) = -17624.1933
- energy above the lowest of the compared OMol25 structures with the same formula, charge and spin (kJ/mol) = 580.02

Geometry as ORCA input:
```
! RIJCOSX wB97M-V def2-TZVPD def2/J DEFGRID3
* xyz 0 1
C -1.353 -0.746 0.436
C 0.460 1.700 0.149
C 0.102 -1.063 0.760
N 0.014 -0.515 -2.248
O 2.481 -0.048 0.196
S 1.088 0.002 -0.309
H -1.539 0.239 0.565
H -1.568 -0.999 -0.553
H -1.953 -1.265 1.084
H 1.024 2.607 -0.071
H -0.372 1.592 -0.555
H 0.120 1.796 1.150
H 0.288 -2.184 0.521
H 0.442 -0.884 1.779
H 0.766 -0.231 -2.905
*
```

These are the natural (NBO) partial charges, in e, on atoms 1 to 6:
1. C -0.62
2. C -0.81
3. C -0.60
4. N -0.76
5. O -0.93
6. S 1.53